C7H36N14O11 | the ωB97M-V functional and the def2-TZVPD basis

For the energy, the calculation gives -51234.375 eV. For the LUMO energy, the calculation gives -0.003 hartree. As for the SMILES: NC(N)=O.NC(N)=O.NC(N)=O.NC(N)=O.NC(N)=O.NC(N)=O.NC(N)=O.O.O.O.O. The HOMO energy is -8.93 eV.

Last column: natural (NBO) charge in e.
Cartesian coordinates (Å):
O1 -0.6013 -3.8883 -8.3228  -0.960
H1 -0.1868 -4.6383 -8.7730  0.485
H2 -1.3328 -3.6425 -8.8936  0.465
O2 0.3427 -9.8739 -9.5225  -0.987
H3 0.2256 -9.1241 -8.9024  0.495
H4 1.1181 -9.6361 -10.0589  0.471
O3 4.3448 -7.6415 -8.3724  -0.954
H5 3.4506 -7.4641 -8.6933  0.495
H6 4.3480 -7.3113 -7.4695  0.466
O4 -1.6193 -8.6188 -11.7044  -0.964
H7 -1.1204 -7.8167 -11.8913  0.473
H8 -1.1215 -9.0531 -10.9995  0.486
C1 4.8231 -5.1589 -11.2309  0.781
O5 4.2921 -4.1452 -11.6752  -0.680
N1 5.4447 -6.1294 -11.9727  -0.860
N2 4.8249 -5.4451 -9.9180  -0.843
H9 5.5397 -5.8256 -12.9313  0.410
H10 6.2223 -6.4491 -11.4170  0.383
H11 4.3800 -4.9183 -9.1911  0.407
H12 5.2467 -6.3029 -9.6098  0.403
C2 3.7575 -1.2315 -13.7930  0.801
O6 3.0329 -2.0048 -14.4013  -0.703
N3 4.2274 -1.4347 -12.5067  -0.849
N4 4.2367 -0.0491 -14.2708  -0.848
H13 4.4482 -0.6438 -11.9361  0.379
H14 3.8503 -2.2841 -12.0970  0.439
H15 4.5401 0.6479 -13.6250  0.394
H16 3.9953 0.0990 -15.2382  0.404
C3 3.2989 -9.7770 -11.3514  0.772
O7 2.2070 -9.6554 -11.9190  -0.701
N5 3.6040 -10.7092 -10.4335  -0.836
N6 4.3215 -8.9282 -11.6610  -0.853
H17 4.5242 -10.8579 -10.0617  0.391
H18 2.9070 -11.2621 -9.9616  0.420
H19 5.2513 -9.2454 -11.4674  0.391
H20 3.9953 -8.1622 -12.2246  0.432
C4 1.7117 -7.5933 -14.9907  0.766
O8 0.7791 -7.4204 -14.1959  -0.686
N7 1.9567 -6.8616 -16.0748  -0.826
N8 2.6091 -8.6019 -14.7680  -0.881
H21 2.7136 -7.1120 -16.6808  0.396
H22 1.3794 -6.0475 -16.2033  0.413
H23 2.3232 -9.0934 -13.9232  0.437
H24 3.0427 -9.1315 -15.5029  0.386
C5 -0.4446 -1.9563 -12.9207  0.763
O9 0.0244 -1.1903 -12.0751  -0.678
N9 0.2931 -2.4399 -13.9363  -0.859
N10 -1.6729 -2.5241 -12.8063  -0.845
H25 1.2403 -2.1166 -14.1009  0.445
H26 -0.1815 -3.1203 -14.4989  0.370
H27 -1.9862 -3.1077 -13.5589  0.374
H28 -2.2732 -2.4113 -12.0133  0.409
C6 1.1568 -5.4027 -11.2499  0.794
O10 1.0195 -4.6605 -10.2580  -0.748
N11 1.2010 -6.7434 -11.1429  -0.868
N12 1.5265 -4.9972 -12.5015  -0.843
H29 1.6113 -7.1816 -11.9479  0.407
H30 1.0380 -7.1453 -10.2352  0.426
H31 1.5474 -5.6702 -13.2477  0.405
H32 1.6327 -4.0066 -12.6396  0.424
C7 1.0222 -6.9155 -7.4730  0.789
O11 0.3907 -7.4187 -8.4164  -0.729
N13 0.9084 -7.3629 -6.1978  -0.833
N14 1.9058 -5.9376 -7.7104  -0.872
H33 1.5611 -7.0436 -5.5099  0.395
H34 0.1783 -8.0467 -6.0967  0.424
H35 1.7422 -5.3749 -8.5505  0.462
H36 2.4963 -5.6757 -6.9413  0.377

Cartesian forces (eV/Å) of the 2 atoms listed first:
O -0.3 -0.2 0.7
H -0.1 0.4 -0.3